(1)
Computed, not measured: a structure of composition C17H20CaF6N2O, with ωB97M-V/def2-TZVPD.

Energy relative to the best compared isomer or geometry (same formula, charge and spin) in kJ/mol: 620.3
LUMO (alpha / beta) in hartree: -0.0539 / -0.0838

```
47
Properties=species:S:1:pos:R:3:forces:R:3
C -2.461 -1.513 1.547 -1.732 -1.376 1.253
C -2.410 1.682 -2.039 -1.616 0.329 -0.015
H -2.116 -2.533 1.377 -0.114 0.264 -0.120
H -3.569 -1.486 1.416 0.309 0.055 -0.278
H -2.290 -1.283 2.590 0.016 0.198 -0.343
H -2.052 1.403 -3.033 0.215 0.061 0.418
H -3.385 1.169 -1.787 0.710 0.511 -0.290
H -2.448 2.747 -1.783 0.020 -0.526 -0.313
C -0.007 -3.082 -0.065 0.435 0.090 -0.352
C 1.014 -4.035 -0.104 -0.411 0.275 -0.025
C 2.223 -3.674 -0.679 -0.004 0.128 0.058
C 2.389 -2.382 -1.147 -0.638 0.631 0.069
H -0.983 -3.275 0.379 0.533 -0.291 -0.263
H 0.841 -5.024 0.299 0.064 0.032 -0.001
H 3.050 -4.370 -0.751 -0.088 -0.045 0.074
H 3.335 -2.048 -1.546 0.037 -0.246 0.057
N 0.130 -1.855 -0.571 -0.026 0.559 -0.140
C 1.315 -1.470 -1.082 0.050 -0.913 0.211
C 1.481 -0.063 -1.559 0.136 0.869 -0.431
N 0.492 0.821 -1.328 0.159 -0.504 0.164
C 0.660 2.100 -1.677 0.478 -0.252 -0.303
C 2.821 1.661 -2.605 -0.247 -0.074 0.058
C 1.803 2.567 -2.331 -0.297 -0.423 0.352
H -0.155 2.765 -1.400 0.232 -0.195 -0.198
H 1.861 3.609 -2.600 0.132 0.100 -0.041
C 2.660 0.339 -2.224 -0.651 -0.356 0.439
H 3.417 -0.404 -2.430 0.084 0.281 -0.089
H 3.732 1.961 -3.106 -0.022 0.087 -0.044
Ca -1.924 0.117 -0.030 3.088 1.200 0.601
C -1.164 3.195 0.633 -0.350 -0.210 0.073
H -1.382 3.974 -0.119 0.005 -0.463 0.438
H -0.111 3.146 0.955 -0.639 -0.145 -0.184
H -1.901 3.088 1.446 0.429 0.189 -0.436
C 1.392 0.914 3.356 0.322 0.678 -0.367
C 0.070 0.249 2.979 -0.907 -0.441 0.909
O -0.333 0.264 1.699 0.028 -0.092 -0.345
C 0.394 -1.217 3.521 0.446 -0.462 0.100
F 0.943 -1.216 4.787 -0.685 -0.273 -1.047
F -0.613 -2.117 3.550 0.641 0.500 0.081
F 1.367 -1.734 2.698 -0.874 0.091 0.573
C -1.036 0.979 3.846 0.014 0.634 0.555
F -0.989 0.703 5.180 0.011 0.021 -0.725
F -0.853 2.337 3.737 -0.207 -0.938 0.058
F -2.314 0.761 3.453 0.667 -0.024 0.141
H 2.181 0.413 2.796 0.048 0.190 0.075
H 1.558 0.781 4.430 0.112 0.332 -0.365
H 1.365 1.971 3.102 0.088 -0.055 -0.043
```
Forces are in eV/Å.

(2)
Computed, not measured: the molecule C17H20Cl2N2O2S, with ωB97M-V/def2-TZVPD.

SMILES: CCN(c1ccc(NS(=O)(=O)c2cc(Cl)ccc2Cl)cc1)C(C)C
Energy relative to the best compared isomer or geometry (same formula, charge and spin) in kJ/mol: 0.0
LUMO in hartree: 0.0149

```
44
Properties=species:S:1:pos:R:3:forces:R:3
C -3.038 -2.345 1.430 0.102 0.036 -0.264
C -2.548 -1.711 0.125 -0.037 -0.185 0.288
N -2.456 -0.266 0.179 -0.144 -0.013 0.025
C -1.250 0.322 0.488 0.241 0.094 0.093
C -0.934 1.643 0.129 -0.097 0.083 -0.019
C 0.274 2.216 0.464 -0.024 -0.123 0.294
C 1.234 1.491 1.156 -0.650 -0.155 -0.161
N 2.484 2.087 1.431 0.637 0.450 -0.397
S 3.511 2.362 0.147 0.229 -0.194 0.179
O 2.830 3.104 -0.861 -0.159 -0.161 0.072
O 4.716 2.891 0.706 0.087 -0.252 0.237
C 3.882 0.684 -0.429 -0.201 0.601 0.111
C 5.019 0.108 0.107 0.240 -0.184 0.012
C 5.342 -1.201 -0.212 -0.387 0.222 -0.140
Cl 6.759 -1.918 0.449 0.248 -0.123 0.113
C 4.524 -1.937 -1.061 0.112 0.113 0.121
C 3.390 -1.356 -1.593 -0.037 0.254 0.077
C 3.060 -0.040 -1.278 0.126 -0.129 -0.040
Cl 1.656 0.664 -1.958 -0.329 -0.318 -0.485
C 0.948 0.182 1.516 0.113 0.253 -0.058
C -0.270 -0.385 1.202 -0.007 -0.118 -0.040
C -3.518 0.504 -0.448 -0.172 0.089 -0.250
C -4.906 0.042 -0.001 0.256 0.189 0.029
C -3.405 0.491 -1.978 0.048 0.141 0.312
H -2.439 -2.011 2.272 0.054 0.016 0.102
H -4.072 -2.080 1.627 -0.103 0.028 0.038
H -2.968 -3.429 1.359 -0.017 -0.151 0.052
H -3.231 -1.988 -0.681 0.085 0.001 -0.041
H -1.567 -2.122 -0.135 -0.101 0.027 -0.073
H -1.623 2.244 -0.440 -0.098 0.020 -0.067
H 0.504 3.224 0.159 -0.032 0.115 -0.029
H 2.993 1.665 2.193 0.148 0.034 0.132
H 5.640 0.709 0.752 0.145 -0.059 0.069
H 4.780 -2.956 -1.304 0.032 -0.088 -0.017
H 2.750 -1.913 -2.258 -0.075 -0.047 -0.069
H 1.683 -0.399 2.059 0.069 -0.079 0.026
H -0.448 -1.397 1.525 -0.075 -0.106 0.039
H -3.411 1.533 -0.094 -0.007 -0.123 -0.040
H -5.651 0.730 -0.394 -0.093 0.028 -0.057
H -5.144 -0.953 -0.366 -0.040 -0.139 -0.037
H -4.973 0.049 1.083 -0.058 -0.024 0.105
H -3.592 -0.506 -2.372 -0.030 -0.125 -0.050
H -2.407 0.797 -2.284 0.092 0.041 -0.080
H -4.130 1.172 -2.414 -0.089 0.060 -0.115
```
Forces are in eV/Å.

In order of appearance, max |F| = 0.065; 0.017 hartree/bohr.